Entry one
ORCA calculation (wB97M-V/def2-TZVPD) on a cluster of 6 separate species, C6H24N12O6 in total.

Last column: Löwdin charge in e.
Cartesian coordinates (Å):
1 N 0.39464 0.75655 -1.07381  0.196
2 C -0.81471 0.40218 -1.01828  -0.768
3 N -1.36288 0.78218 0.12725  0.178
4 O -1.37427 -0.20285 -1.91160  0.023
5 H 0.91886 1.07496 -0.27137  0.115
6 H 0.90934 0.53266 -1.91348  0.113
7 H -2.37062 0.72610 0.16480  0.122
8 H -0.86196 1.26552 0.85907  0.082
9 N -0.52996 -2.16514 1.85918  0.172
10 C -1.23632 -2.78824 2.75204  -0.781
11 N -1.72229 -3.91051 2.35498  0.163
12 O -1.31642 -2.35535 3.92202  -0.015
13 H -0.40693 -2.72898 1.03029  0.112
14 H -0.12208 -1.26203 2.05450  0.099
15 H -2.10260 -4.49838 3.08291  0.122
16 H -1.81435 -4.30604 1.43022  0.118
17 N 2.72223 0.49938 -4.80606  0.129
18 C 2.17041 -0.67593 -4.44783  -0.839
19 N 2.84670 -1.08651 -3.40724  0.159
20 O 1.39336 -1.21699 -5.08051  0.135
21 H 3.55217 0.85026 -4.34980  0.092
22 H 2.80621 0.52185 -5.81231  0.108
23 H 2.62338 -2.00530 -3.05219  0.121
24 H 3.37859 -0.40471 -2.88538  0.108
25 N -0.44408 3.80225 4.50529  0.170
26 C -1.07911 3.06559 3.66943  -0.800
27 N -1.82664 3.83916 2.93685  0.159
28 O -0.77520 1.96576 3.32995  0.054
29 H -0.54873 4.78077 4.73254  0.123
30 H 0.10006 3.33573 5.21688  0.124
31 H -2.25831 4.61369 3.42046  0.108
32 H -2.27178 3.71509 2.03875  0.120
33 N 1.99454 0.41840 3.18532  0.177
34 C 3.12372 0.20337 2.58967  -0.866
35 N 3.95579 -0.46406 3.25359  0.187
36 O 3.35551 0.76646 1.56204  0.034
37 H 1.75215 -0.06137 4.04041  0.114
38 H 1.22701 0.91209 2.75258  0.078
39 H 4.81349 -0.76893 2.81596  0.135
40 H 3.66047 -0.69657 4.19105  0.123
41 N -1.87653 -0.50992 -4.75482  0.170
42 C -3.12295 -0.91224 -4.64597  -0.738
43 N -3.54102 -1.22499 -3.39808  0.136
44 O -3.87837 -1.20729 -5.56669  -0.012
45 H -1.26499 -0.55424 -3.95223  0.065
46 H -1.55910 -0.00666 -5.57095  0.117
47 H -4.48396 -1.49676 -3.15907  0.106
48 H -2.73243 -1.32003 -2.80038  0.051

Computed properties:
LUMO energy = 0.1872 eV
E_HOMO = -8.126 eV
Total charge = 0

Entry two
ORCA calculation (wB97M-V/def2-TZVPD) on a cluster of 6 separate species, C6H24N12O6 in total.

Last column: Löwdin charge in e.
Cartesian coordinates (Å):
1 N -2.46738 11.47959 11.06091  0.165
2 C -1.75594 10.71489 10.28608  -0.813
3 N -2.49252 9.80769 9.85732  0.177
4 O -0.56369 10.82858 10.04775  0.017
5 H -3.34816 11.14099 11.42098  0.118
6 H -2.10701 12.37907 11.34583  0.122
7 H -3.45910 10.07950 9.74810  0.128
8 H -2.12360 8.94419 9.48534  0.138
9 N 4.21397 5.88814 13.54057  0.164
10 C 3.98052 5.09686 14.54606  -0.761
11 N 2.65752 5.05546 14.83364  0.153
12 O 4.82753 4.66812 15.29743  0.013
13 H 5.12334 6.28339 13.34840  0.120
14 H 3.42748 6.19801 12.98782  0.070
15 H 2.37762 4.64981 15.71523  0.106
16 H 2.16584 5.76154 14.30467  0.065
17 N 4.10225 11.54387 9.87797  0.190
18 C 3.11024 11.78471 10.64689  -0.781
19 N 2.09944 12.26784 10.00328  0.182
20 O 3.12658 11.70014 11.86649  0.004
21 H 4.99190 11.48728 10.35276  0.134
22 H 4.14089 11.82211 8.90782  0.124
23 H 1.39851 12.88131 10.39373  0.127
24 H 2.06829 12.02209 9.02412  0.119
25 N 0.96475 8.79114 11.23218  0.188
26 C 1.75094 8.29824 12.11053  -0.797
27 N 2.66589 9.01197 12.63110  0.205
28 O 1.43419 7.23669 12.64776  -0.017
29 H 1.12558 9.75191 10.96547  0.075
30 H 0.09010 8.34961 10.98693  0.113
31 H 2.80117 9.96662 12.33036  0.058
32 H 3.07531 8.54377 13.42688  0.082
33 N 5.46640 10.17009 16.18964  0.166
34 C 4.57411 10.12500 15.23896  -0.814
35 N 4.71880 11.15972 14.52428  0.199
36 O 3.77466 9.23383 15.13112  0.032
37 H 6.04862 10.96784 16.40108  0.111
38 H 5.48133 9.47877 16.92582  0.124
39 H 5.13328 11.88196 15.09584  0.122
40 H 4.22029 11.28539 13.65491  0.083
41 N 1.28584 10.92013 15.97461  0.203
42 C 1.57374 11.90756 16.72966  -0.758
43 N 0.57090 12.69510 17.15570  0.141
44 O 2.69792 12.17508 17.16452  -0.005
45 H 2.03451 10.51813 15.42873  0.088
46 H 0.35305 10.73223 15.63595  0.119
47 H -0.37956 12.52054 16.86198  0.093
48 H 0.77158 13.37377 17.87628  0.108

Computed properties:
LUMO energy = 0.0363 eV
E_HOMO = -8.415 eV
Total charge = 0

Computed stability ranking, most favorable first: entry two, entry one